# 1
C4H6O as an isolated structure at a distorted geometry, computed with ωB97M-V/def2-TZVPD.

```
11
Properties=species:S:1:pos:R:3:forces:R:3
C 0.70334 -0.97025 0.22750 0.59 -1.17 0.03
C 0.85493 0.59015 -0.32533 -0.73 0.38 0.94
C -0.65227 0.97209 0.17334 1.30 -0.48 -2.01
C -1.40207 -0.11092 -0.05424 -0.21 -0.80 0.21
H 0.57969 -1.02175 1.57594 0.44 0.37 -4.44
H 1.59516 -1.91641 -0.15045 -3.18 3.20 1.01
H 0.93461 0.79676 -1.55364 -0.10 -1.10 3.39
H 1.67478 1.24452 0.22550 -1.66 -1.67 -1.14
H -1.06156 1.97502 0.22504 0.21 -0.16 0.27
H -2.49880 -0.27309 0.01447 0.92 0.40 -0.11
O -0.72781 -1.28610 -0.35812 2.41 1.02 1.86
```
Forces are in eV/Å.

Output
Energy in eV: -6288.64257
Energy above the lowest of the compared OMol25 structures with the same formula, charge and spin in kJ/mol: 316.0
Lowest unoccupied orbital energy in eV: 1.06
HOMO energy in eV: -8.83
Kohn-Sham gap in Ha: 0.3636

natural (NBO) population analysis, charges in e, atoms 1 to 8: -0.118, -0.473, -0.338, 0.132, 0.214, 0.228, 0.232, 0.230


# 2
A 3-piece molecular cluster, C3H7O2 overall at a distorted geometry, computed with ωB97M-V/def2-TZVPD.

```
12
Properties=species:S:1:pos:R:3:forces:R:3
C 1.26367 -1.47047 -0.73304 -0.42 1.56 -0.65
O 2.08892 -2.09687 -1.35244 0.06 -0.37 0.28
H 0.25153 -1.84673 -0.47121 0.46 -0.11 0.20
H 1.39995 -0.35942 -0.52558 -0.02 -1.19 0.19
H -2.64206 -1.44513 -1.05615 0.06 0.17 -0.16
C 0.21476 1.88635 0.40385 -0.51 -2.64 1.26
C -0.23602 0.93967 1.41574 0.41 0.60 0.30
O -0.32476 -0.34491 1.43405 0.26 1.24 -1.12
H 0.43044 2.93573 0.56594 -0.30 -0.10 0.44
H 0.63191 1.46723 -0.53044 -0.38 0.27 0.46
H -0.56862 1.30264 2.46687 0.43 0.72 -1.37
H -2.50972 -0.96810 -1.61759 -0.05 -0.15 0.17
```
Forces are in eV/Å.

Output
Energy in eV: -7317.38527
Energy above the lowest of the compared OMol25 structures with the same formula, charge and spin in kJ/mol: 344.1
Lowest unoccupied orbital energy in eV: 4.11
HOMO energy in eV: -2.51
Kohn-Sham gap in Ha: 0.2435
Charge: -1

natural (NBO) population analysis, charges in e, atoms 1 to 8: 0.298, -0.577, 0.129, 0.132, 0.005, -0.822, 0.264, -0.819


# 3
C8H18N4NiO3 as an isolated structure, computed with ωB97M-V/def2-TZVPD.

```
34
Properties=species:S:1:pos:R:3:forces:R:3
Ni 0.56292 0.14469 0.20001 -0.04 0.02 0.02
N 0.83255 0.36184 -1.93440 -0.05 0.07 0.00
C 2.29644 0.43123 -2.19873 0.05 -0.04 0.01
C 3.17045 0.28822 -0.94166 -0.06 0.00 0.04
O 4.38691 0.34446 -1.07791 0.03 -0.01 0.00
N 2.46226 0.12275 0.17415 0.02 0.00 -0.05
C 3.10307 -0.01078 1.46351 0.01 -0.02 0.00
C 2.04196 -0.13087 2.57087 -0.01 0.01 -0.01
O 2.39289 -0.28550 3.72399 0.01 0.00 0.02
O 0.79799 -0.05903 2.17393 -0.01 -0.01 0.02
H 0.42332 -0.43824 -2.40015 0.02 -0.02 -0.05
H 0.37044 1.17798 -2.31734 0.00 -0.02 -0.01
H 2.54959 1.38410 -2.66210 -0.01 0.01 0.01
H 2.59734 -0.34880 -2.89779 0.00 0.00 0.00
H 3.74462 0.84432 1.69286 0.00 0.00 0.00
H 3.74500 -0.89449 1.51552 0.01 0.00 -0.01
N -0.60808 -1.63922 0.39805 0.03 -0.01 0.04
C -1.98777 -1.96517 0.00234 0.00 0.00 -0.01
C -2.93442 -0.79791 0.23884 -0.02 -0.02 0.02
C -2.68931 0.39394 -0.70079 0.01 0.02 -0.02
C -2.24951 1.67104 -0.00299 0.00 0.00 0.00
N -0.99829 1.46913 0.74686 0.01 0.00 -0.02
H 0.01454 -2.39221 0.12192 0.00 0.01 0.00
H -0.52494 -1.58709 1.41496 0.00 0.00 0.00
H -2.34635 -2.84550 0.54249 0.00 0.00 0.00
H -1.98727 -2.21873 -1.06053 0.00 0.00 0.00
H -2.86022 -0.48965 1.28723 0.00 0.00 0.00
H -3.95346 -1.16688 0.11437 0.00 0.01 0.00
H -3.59489 0.61531 -1.26845 0.00 0.00 0.00
H -1.92325 0.12265 -1.43338 0.01 0.00 0.00
H -3.04631 2.03482 0.65292 0.00 0.00 0.00
H -2.07151 2.44691 -0.74919 0.00 0.00 0.00
H -1.16013 1.05640 1.66287 0.00 0.00 0.00
H -0.55658 2.36026 0.94773 -0.01 0.01 0.00
```
Forces are in eV/Å.

Output
Multiplicity: 3
⟨S²⟩: 2.01
Energy in eV: -61736.12666
Energy above the lowest of the compared OMol25 structures with the same formula, charge and spin in kJ/mol: 0.0
Lowest unoccupied orbital energy (alpha / beta) in eV: 0.02 / 0.01
HOMO energy (alpha / beta) in eV: -8.08 / -8.41
Kohn-Sham gap (alpha / beta) in Ha: 0.2978 / 0.3094

natural (NBO) population analysis, charges in e, atoms 1 to 8: 1.389, -0.880, -0.316, 0.634, -0.663, -0.815, -0.353, 0.776


# 4
C6H8 in the gas phase at a distorted geometry, computed with ωB97M-V/def2-TZVPD.

```
14
Properties=species:S:1:pos:R:3:forces:R:3
C 1.19368 -0.75577 0.00440 -0.88 -0.62 -0.13
C -0.45010 -0.88258 -0.41595 1.25 -0.51 0.56
C -1.22226 -0.19020 0.73898 -0.05 -0.12 0.22
C -0.48816 1.05609 0.28940 -0.42 0.24 0.53
C 0.95012 0.69224 0.19935 -0.09 0.30 -0.87
C -0.27291 0.48341 -1.06023 1.23 0.56 0.29
H 1.59082 -0.99250 -0.98307 0.39 0.11 0.12
H 1.91735 -1.20718 0.72461 -1.18 -0.46 0.16
H -0.80714 -1.79237 -0.91388 0.26 0.38 0.15
H -2.29800 -0.04286 0.60128 0.13 -0.45 -0.23
H -0.99234 -0.57503 1.73547 -0.17 0.11 0.03
H -0.72566 2.09426 0.48190 -0.08 -0.05 0.27
H 1.68602 1.35620 0.68557 -0.20 0.11 -1.33
H -0.08142 0.75628 -2.08785 -0.20 0.40 0.22
```
Forces are in eV/Å.

Output
Energy in eV: -6347.28337
Energy above the lowest of the compared OMol25 structures with the same formula, charge and spin in kJ/mol: 337.7
Lowest unoccupied orbital energy in eV: 1.20
HOMO energy in eV: -7.98
Kohn-Sham gap in Ha: 0.3374
SMILES: C1[C@H]2C[C@H]3[C@@H]1[C@@H]23

natural (NBO) population analysis, charges in e, atoms 1 to 8: -0.402, -0.213, -0.393, -0.244, -0.240, -0.210, 0.186, 0.190


# 5
C10H13Cl6Ge2HfO5S2Se as an isolated structure at a distorted geometry, computed with ωB97M-V/def2-TZVPD.

```
40
Properties=species:S:1:pos:R:3:forces:R:3
Hf -1.24008 1.52166 0.70167 0.18 0.55 -0.83
S -1.38775 -2.93507 1.98346 0.01 0.08 -0.01
C -0.02880 -4.10070 1.85366 -0.03 0.07 -0.01
C 1.25491 -3.65548 2.14809 0.03 -0.03 -0.03
C 2.30375 -4.56126 2.09303 0.01 0.00 -0.03
C 2.06353 -5.88715 1.75852 0.00 0.01 0.01
C 0.77349 -6.32100 1.48072 0.03 0.00 0.02
C -0.28367 -5.42697 1.52430 -0.04 0.06 -0.02
H 1.41824 -2.62180 2.42635 0.00 0.00 0.05
H 3.30809 -4.23001 2.31917 0.01 0.00 0.00
H 2.88538 -6.58959 1.72162 0.00 0.00 0.00
H 0.58954 -7.35729 1.23187 0.00 0.00 0.00
H -1.29302 -5.75032 1.30885 -0.01 0.00 -0.01
O 0.42309 1.55123 1.92094 0.03 0.15 -0.13
Se -0.26203 0.69145 3.22177 -0.12 -0.12 -0.03
O -0.79750 1.68590 4.32435 -0.17 0.39 0.52
O -1.63511 0.26263 2.22421 -0.15 0.03 0.17
O 0.58253 -0.58775 3.57952 0.39 -0.57 0.09
Cl 0.55664 -0.47183 -0.21081 -0.03 -0.22 0.17
Ge -1.02753 -1.99107 0.07935 0.05 -0.20 -0.46
Cl -2.57551 -0.56390 -0.59073 -0.10 -0.10 0.12
Cl -0.69630 -3.32123 -1.53219 -0.02 0.06 0.08
Cl -3.57669 2.41095 0.24989 -0.02 -0.20 0.23
Ge -3.31136 3.18669 2.76018 -0.15 0.18 0.24
Cl -4.23902 5.12478 2.65137 -0.04 0.03 -0.08
Cl -1.18997 3.91624 1.65595 -0.14 -0.16 0.01
O -0.61765 2.33974 -1.11652 0.26 -0.01 0.06
S -0.23489 3.75997 -1.63304 -0.01 0.02 -0.17
C 1.51384 3.55540 -2.08531 -0.01 0.01 0.01
C 1.58805 3.28316 -3.59488 0.01 0.01 -0.01
C 0.21752 2.78067 -4.04158 0.00 -0.04 0.00
C -0.78277 3.69097 -3.34451 0.01 0.01 0.03
H 1.84804 2.71940 -1.47079 0.00 0.00 0.00
H 2.04446 4.45130 -1.76730 -0.01 0.00 0.01
H 2.38036 2.56938 -3.81200 0.00 0.00 0.00
H 1.82882 4.20949 -4.11760 0.01 0.00 0.00
H 0.05675 1.74841 -3.72639 0.00 0.00 -0.02
H 0.09472 2.82470 -5.12253 0.00 0.01 0.00
H -1.82238 3.36750 -3.34450 0.00 -0.01 0.02
H -0.72970 4.72081 -3.70817 -0.01 0.00 0.01
```
Forces are in eV/Å.

Output
Energy in eV: -297310.24947
Energy above the lowest of the compared OMol25 structures with the same formula, charge and spin in kJ/mol: 39.5
Lowest unoccupied orbital energy in eV: -3.67
HOMO energy in eV: -12.10
Kohn-Sham gap in Ha: 0.3099
Charge: +1

natural (NBO) population analysis, charges in e, atoms 1 to 8: 1.958, 0.021, -0.228, -0.165, -0.213, -0.175, -0.194, -0.207


# 6
C17H20I2N3O5SeV as an isolated structure at a distorted geometry, computed with ωB97M-V/def2-TZVPD.

```
49
Properties=species:S:1:pos:R:3:forces:R:3
V 0.34650 0.31783 -0.62473 -0.35 0.27 0.63
I -6.66693 3.65594 0.41921 1.66 -0.57 -0.06
C -4.53602 2.91581 0.17564 -1.49 0.58 -0.02
C -3.48425 3.75046 0.47792 -0.51 0.42 0.30
C -2.23287 3.30689 0.14568 1.18 0.31 0.24
I -0.48302 4.40484 0.68135 -0.71 0.06 -0.23
C -1.95172 2.10391 -0.52921 -0.36 0.20 -0.16
O -0.74992 1.84376 -0.89134 -0.99 0.99 -0.72
C -3.07836 1.27382 -0.79300 0.14 0.15 0.03
C -2.88290 -0.03818 -1.50840 -0.27 0.26 -0.28
N -1.73367 -0.76950 -1.02801 0.19 -0.42 -0.21
C -1.91008 -1.32195 0.29948 -0.32 -0.31 0.80
C -1.66449 -0.25032 1.32586 -1.30 -0.59 0.69
C -2.60790 0.12869 2.24789 0.28 -0.43 -0.29
C -2.29824 1.09592 3.21889 -0.67 0.08 0.37
C -1.00152 1.62529 3.19533 0.70 0.03 -0.32
C -0.12507 1.22968 2.22026 0.23 0.42 0.79
N -0.42174 0.31290 1.25713 -0.10 -0.58 0.12
C -4.34491 1.69760 -0.43988 -0.30 -0.27 -0.13
H -3.62715 4.70303 0.96782 0.00 -0.02 0.00
H -2.73246 0.17012 -2.57869 0.08 -0.12 0.19
H -3.81743 -0.63811 -1.41179 0.33 0.20 -0.04
H -1.48712 -1.51199 -1.68573 -0.12 -0.07 -0.08
H -1.15084 -2.10510 0.43013 -0.18 0.11 -0.11
H -2.91514 -1.77542 0.44137 0.27 0.19 -0.03
H -3.59653 -0.31549 2.22849 0.00 -0.13 -0.11
H -3.02623 1.40352 3.95216 -0.12 0.09 0.08
H -0.69453 2.36320 3.92557 0.13 0.03 0.00
H 0.88616 1.61303 2.18272 -0.01 0.12 -0.04
H -5.18965 1.05186 -0.64410 -0.03 -0.01 -0.04
O -0.24526 -2.63838 -2.70082 -0.98 -0.29 -0.05
Se 0.93562 -1.64712 -2.22044 1.17 -2.84 -2.28
O 2.33010 -2.12826 -2.84162 0.95 -0.05 -0.19
O 0.98964 -1.61262 -0.58241 -0.27 0.17 0.96
O 0.58861 -0.10715 -2.64050 -0.40 1.17 0.14
C 3.63061 1.02892 -1.68356 -0.12 0.08 0.29
C 3.04910 1.51366 -0.34020 1.08 0.28 -0.19
C 3.89571 0.91907 0.80485 -0.33 0.12 -0.25
C 3.06132 3.05334 -0.28323 -0.05 -0.41 -0.06
N 1.72888 1.04399 -0.27782 1.14 0.56 0.24
H 4.68482 1.29287 -1.77767 0.15 0.07 -0.03
H 3.06364 1.47079 -2.50004 -0.02 -0.01 -0.11
H 3.51625 -0.05244 -1.74708 0.08 -0.04 -0.11
H 4.95197 1.15529 0.67148 0.11 0.06 0.00
H 3.76375 -0.16085 0.79722 0.03 -0.10 0.07
H 3.55946 1.31286 1.76235 -0.04 -0.02 0.15
H 4.06931 3.43892 -0.42543 0.20 0.09 -0.01
H 2.67326 3.39689 0.67228 -0.04 0.06 0.15
H 2.41007 3.43490 -1.06680 -0.03 0.09 -0.06
```
Forces are in eV/Å.

Output
Multiplicity: 3
⟨S²⟩: 2.04
Energy in eV: -139896.87583
Energy above the lowest of the compared OMol25 structures with the same formula, charge and spin in kJ/mol: 101.5
Lowest unoccupied orbital energy (alpha / beta) in eV: 3.61 / 3.60
HOMO energy (alpha / beta) in eV: 1.25 / -2.51
Kohn-Sham gap (alpha / beta) in Ha: 0.0867 / 0.2248
Charge: -2

natural (NBO) population analysis, charges in e, atoms 1 to 8: 1.060, -0.058, -0.060, -0.308, -0.189, 0.092, 0.424, -0.709


# 7
CH5OPS as an isolated structure at a distorted geometry, computed with ωB97M-V/def2-TZVPD.

```
9
Properties=species:S:1:pos:R:3:forces:R:3
C -0.94430 0.72703 -0.24736 0.32 -0.38 0.29
O 1.65849 0.11323 -0.16572 -0.16 0.14 -0.45
P 0.25255 -0.57799 0.20032 -0.68 -1.68 -2.14
S 0.26923 -1.32925 1.97886 -0.26 0.04 -0.46
H -0.54781 1.28302 -1.09378 0.02 -0.02 -0.07
H -1.88646 0.25625 -0.51964 0.00 -0.03 0.02
H -1.09883 1.39178 0.60261 0.07 -0.03 -0.01
H 2.36347 -0.15223 0.43560 -0.05 -0.14 0.11
H -0.06634 -1.71184 -1.19089 0.75 2.10 2.70
```
Forces are in eV/Å.

Output
Energy in eV: -23289.83475
Energy above the lowest of the compared OMol25 structures with the same formula, charge and spin in kJ/mol: 38.9
Lowest unoccupied orbital energy in eV: 0.59
HOMO energy in eV: -9.12
Kohn-Sham gap in Ha: 0.3568

natural (NBO) population analysis, charges in e, atoms 1 to 8: -0.986, -1.000, 1.341, -0.560, 0.254, 0.252, 0.254, 0.520


# 8
A 2-piece molecular cluster, C5H8O overall, computed with ωB97M-V/def2-TZVPD.

```
14
Properties=species:S:1:pos:R:3:forces:R:3
C -1.32657 0.18392 -0.78093 -0.15 0.43 -0.24
C -1.26033 1.46821 -0.17539 0.01 0.20 -0.10
C -0.63487 0.22065 0.63333 0.14 -0.31 0.30
C 0.64536 -0.22589 0.56087 -0.01 0.62 0.20
C 1.99128 -0.36458 0.08215 0.16 0.19 -0.23
O 1.47237 -0.94031 1.32916 -0.21 0.05 0.12
H -0.56858 0.07442 -1.57003 -0.18 -0.03 0.06
H -0.98949 -1.72133 -0.65596 0.27 -0.64 0.02
H -2.08338 1.77959 0.47270 0.21 0.00 -0.11
H -0.65531 2.29383 -0.55281 0.13 -0.08 0.20
H -1.20327 -0.09765 1.50114 0.06 0.06 -0.06
H -0.33865 -2.03687 -0.41559 -0.21 -0.55 -0.24
H 2.29048 -1.11297 -0.64979 -0.28 0.20 0.03
H 2.66098 0.47899 0.22113 0.08 -0.14 0.03
```
Forces are in eV/Å.

Output
Energy in eV: -7355.07380
Energy above the lowest of the compared OMol25 structures with the same formula, charge and spin in kJ/mol: 692.9
Lowest unoccupied orbital energy (alpha / beta) in eV: 0.57 / 0.57
HOMO energy (alpha / beta) in eV: -7.51 / -7.51
Kohn-Sham gap (alpha / beta) in Ha: 0.2969 / 0.2968

natural (NBO) population analysis, charges in e, atoms 1 to 8: -0.374, -0.342, -0.339, 0.402, -0.134, -0.429, 0.167, 0.056